Computed, not measured: 16 unconnected molecules or ions with the total composition C26H82FN4O20S in a non-equilibrium geometry, with ωB97M-V with the def2-TZVPD basis set.

Last columns: bonded neighbours and bond lengths (Å).
Geometry (Å):
1 O 0.01 -2.36 -4.71  C108 1.416, H134 0.972
2 H -0.61 0.78 -2.13  C72 1.187
3 H -4.56 7.44 1.49  O81 0.972
4 C -2.29 -5.21 1.99  H42 1.093, O62 1.416, H75 1.093, H100 1.093
5 H 1.09 4.08 -4.89  C92 1.093
6 H -4.60 -12.77 1.93  C88 1.093
7 H -0.68 -5.23 0.90  O62 0.972
8 H 2.80 9.67 5.94  C24 1.093
9 H -5.30 -2.88 3.03  O99 0.972
10 H -2.94 3.97 -0.38  C26 1.195
11 H -0.65 -1.02 -2.73  C72 1.183
12 O 5.05 1.08 -0.56  C39 1.340
13 H 3.91 2.33 -3.04  C127 1.194
14 O -1.95 7.97 2.45  H19 0.972, C70 1.416
15 H -0.39 2.96 -0.38  C58 1.193
16 C 1.82 3.99 -0.77  N28 1.371, N46 1.523, N102 1.542
17 F 2.70 5.70 2.90  S79 1.749
18 H -1.34 -0.66 -1.01  C72 1.174
19 H -1.32 7.26 2.26  O14 0.972
20 H -5.67 -11.38 1.64  C88 1.093
21 C -5.65 -4.57 3.92  H23 1.093, H44 1.093, H78 1.093, O99 1.416
22 H -6.46 5.81 2.83  C104 1.093
23 H -5.52 -4.15 4.92  C21 1.093
24 C 2.84 9.09 5.01  H8 1.093, H67 1.093, O95 1.416, H118 1.093
25 H -6.19 -15.03 -1.80  O59 0.972
26 C -1.97 4.65 -0.51  H10 1.195, C58 1.629, N101 1.370
27 H 6.70 -1.69 -2.30  C114 1.093
28 N 2.45 4.44 0.36  C16 1.371, S79 1.772, H105 1.053
29 H -5.98 7.46 3.29  C104 1.093
30 H 1.77 0.89 -2.83  C74 1.186
31 O 0.44 5.87 1.58  S79 1.574
32 H 8.20 4.77 3.99  C94 1.093
33 H 9.80 1.28 -2.29  C54 1.093
34 H 7.15 2.18 -1.79  O131 0.972
35 C -3.02 -8.82 2.86  H55 1.093, H93 1.093, O125 1.416, H126 1.093
36 H -1.91 9.87 3.23  C70 1.093
37 H -1.22 6.43 -0.36  N101 1.042
38 H 0.58 -3.10 -0.25  C71 1.193
39 C 4.87 2.34 -0.97  O12 1.340, O85 1.495, C127 1.638
40 H -3.42 -12.13 0.07  O68 0.972
41 O 4.81 -1.55 -1.50  C114 1.416, H120 0.972
42 H -1.86 -5.87 2.76  C4 1.093
43 H 8.80 0.88 -0.87  C54 1.093
44 H -6.71 -4.58 3.65  C21 1.093
45 H 3.94 4.02 -2.21  C127 1.185
46 N 2.29 2.75 -1.51  C16 1.523, O119 1.343, C127 1.511
47 H -4.65 -7.78 3.01  O125 0.972
48 H 5.38 -1.37 -3.47  C114 1.093
49 O -0.84 1.74 -8.01  C51 1.416, H111 0.972
50 H -8.37 -15.60 -1.42  C60 1.093
51 C -1.89 1.07 -7.33  O49 1.416, H53 1.093, H86 1.093, H109 1.093
52 H -3.01 -0.51 4.68  C98 1.093
53 H -2.47 0.48 -8.04  C51 1.093
54 C 8.78 1.14 -1.93  H33 1.093, H43 1.093, H83 1.093, O131 1.416
55 H -3.49 -9.62 2.29  C35 1.093
56 H 1.75 -2.97 1.27  C71 1.176
57 H -0.93 3.44 -2.12  C58 1.192
58 C -0.64 3.91 -1.06  H15 1.193, C26 1.629, H57 1.192, N102 1.504
59 O -6.74 -14.34 -1.38  H25 0.972, C60 1.416
60 C -7.79 -15.02 -0.70  H50 1.093, O59 1.416, H69 1.093, H122 1.093
61 H 1.75 -1.68 -5.55  C108 1.093
62 O -1.24 -4.54 1.31  C4 1.416, H7 0.972
63 H 0.41 0.25 2.43  C123 1.193
64 H 7.61 3.31 2.33  O116 0.972
65 H 1.36 -1.68 -1.71  C121 1.188
66 H -0.73 8.72 3.92  C70 1.093
67 H 3.88 8.99 4.70  C24 1.093
68 O -3.98 -11.45 0.49  H40 0.972, C88 1.416
69 H -8.44 -14.28 -0.23  C60 1.093
70 C -1.22 9.05 3.00  O14 1.416, H36 1.093, H66 1.093, H129 1.093
71 C 0.80 -2.50 0.76  H38 1.193, H56 1.176, C96 1.672, H110 1.176
72 C -0.50 -0.35 -1.77  H2 1.187, H11 1.183, H18 1.174, C121 1.646
73 H 3.10 -0.06 -1.87  C74 1.170
74 C 2.07 0.48 -1.76  H30 1.186, H73 1.170, O119 1.473, C121 1.668
75 H -2.93 -4.47 2.47  C4 1.093
76 O 2.46 7.18 0.64  S79 1.561
77 H -5.60 -12.70 0.45  C88 1.093
78 H -5.26 -5.59 3.89  C21 1.093
79 S 1.99 5.86 1.31  F17 1.749, N28 1.772, O31 1.574, O76 1.561
80 H 7.02 5.91 3.30  C94 1.093
81 O -5.28 6.80 1.47  H3 0.972, C104 1.416
82 H 1.02 -3.09 -6.35  C108 1.093
83 H 8.31 0.33 -2.50  C54 1.093
84 H -0.69 5.17 -3.95  O103 0.972
85 O 5.86 3.34 -0.46  C39 1.495, H87 1.002
86 H -2.54 1.81 -6.85  C51 1.093
87 H 5.62 3.63 0.47  O85 1.002
88 C -5.02 -12.12 1.17  H6 1.093, H20 1.093, O68 1.416, H77 1.093
89 H -4.20 -0.94 3.41  C98 1.093
90 H -2.75 -1.95 3.65  C98 1.093
91 H -1.02 -0.35 1.29  C123 1.175
92 C 0.05 3.85 -5.15  H5 1.093, O103 1.416, H106 1.093, H115 1.093
93 H -2.00 -8.67 2.50  C35 1.093
94 C 7.70 5.10 3.07  H32 1.093, H80 1.093, O116 1.416, H117 1.093
95 O 2.29 7.81 5.25  C24 1.416, H97 0.972
96 C 1.07 -0.88 0.44  C71 1.672, C121 1.646, C123 1.643, H128 1.174
97 H 2.34 7.32 4.41  O95 0.972
98 C -3.14 -0.93 3.67  H52 1.093, H89 1.093, H90 1.093, O132 1.416
99 O -4.93 -3.78 2.99  H9 0.972, C21 1.416
100 H -2.87 -5.80 1.28  C4 1.093
101 N -2.13 5.97 -0.16  C26 1.370, H37 1.042
102 N 0.58 4.76 -1.28  C16 1.542, C58 1.504, H112 1.056
103 O -0.80 4.22 -4.08  H84 0.972, C92 1.416
104 C -5.65 6.54 2.82  H22 1.093, H29 1.093, O81 1.416, H133 1.093
105 H 3.28 3.91 0.74  N28 1.053
106 H -0.24 4.40 -6.05  C92 1.093
107 H 5.56 -2.99 -2.75  C114 1.093
108 C 1.23 -2.62 -5.39  O1 1.416, H61 1.093, H82 1.093, H130 1.093
109 H -1.46 0.42 -6.56  C51 1.093
110 H -0.16 -2.65 1.43  C71 1.176
111 H -0.29 1.06 -8.42  O49 0.972
112 H 0.66 4.91 -2.32  N102 1.056
113 H 0.02 1.18 0.83  C123 1.182
114 C 5.66 -1.92 -2.57  H27 1.093, O41 1.416, H48 1.093, H107 1.093
115 H -0.05 2.78 -5.34  C92 1.093
116 O 6.97 4.02 2.52  H64 0.972, C94 1.416
117 H 8.45 5.44 2.35  C94 1.093
118 H 2.27 9.61 4.24  C24 1.093
119 O 2.07 1.62 -0.82  N46 1.343, C74 1.473
120 H 4.92 -0.60 -1.36  O41 0.972
121 C 1.01 -0.67 -1.20  H65 1.188, C72 1.646, C74 1.668, C96 1.646
122 H -7.36 -15.67 0.06  C60 1.093
123 C 0.07 0.09 1.29  H63 1.193, H91 1.175, C96 1.643, H113 1.182
124 H -2.79 0.76 2.78  O132 0.972
125 O -3.75 -7.62 2.68  C35 1.416, H47 0.972
126 H -3.00 -9.07 3.92  C35 1.093
127 C 3.71 2.87 -2.00  H13 1.194, C39 1.638, H45 1.185, N46 1.511
128 H 2.17 -0.64 0.78  C96 1.174
129 H -0.47 9.39 2.28  C70 1.093
130 H 1.85 -3.28 -4.77  C108 1.093
131 O 8.05 2.34 -2.11  H34 0.972, C54 1.416
132 O -2.43 -0.14 2.74  C98 1.416, H124 0.972
133 H -4.79 6.13 3.36  C104 1.093
134 H -0.43 -3.21 -4.58  O1 0.972

Values from the calculation:
E_HOMO, eV: -11.0
Calculated total energy, Ha: -3260.6649
Total charge: +1
LUMO, eV: -6.3
Max |F|, eV Å⁻¹: 9.672

Results of the Löwdin charge analysis, in e, for atoms 1 through 5:
1 O -0.148
2 H 0.075
3 H 0.062
4 C -0.153
5 H 0.070